{
  "formula": "C7H11NS",
  "method": "ωB97M-V/def2-TZVPD",
  "elements": ["C", "C", "C", "C", "C", "C", "C", "N", "S", "H", "H", "H", "H", "H", "H", "H", "H", "H", "H", "H"],
  "xyz": [[-0.544477, -0.187299, -0.261102], [-1.638464, 0.722692, -0.065147], [0.726033, 0.656920, -0.498390], [-0.664291, -1.659150, -0.019506], [-3.037678, 0.262856, 0.159752], [2.887562, 0.327755, 0.674789], [2.123461, 0.161489, -0.650807], [-1.341526, 1.983256, -0.245074], [0.283193, 2.262936, -0.565811], [-1.700126, -2.001279, -0.374075], [-0.019469, -2.208303, -0.655649], [-0.586350, -1.793492, 1.029837], [-3.776459, 1.057924, 0.402122], [-3.486871, -0.257924, -0.637759], [-3.180245, -0.537884, 0.943318], [2.706343, 1.366328, 1.004859], [4.030482, 0.257079, 0.483689], [2.565419, -0.285169, 1.465789], [2.251306, -0.966853, -0.771019], [2.402161, 0.838113, -1.419821]],
  "forces_ev_per_a": [[3.09, 3.38, -0.10], [1.58, -0.78, -1.02], [-4.43, -4.61, 0.93], [-2.22, 0.88, -1.55], [-1.32, -0.03, 2.13], [2.31, 2.81, -1.49], [-0.54, -1.71, 1.82], [0.10, 1.55, 0.07], [-1.85, -0.52, 0.43], [1.25, 0.51, 0.73], [1.12, -0.71, -0.04], [0.31, -0.89, 0.89], [0.89, -0.20, -0.06], [-0.10, -0.42, -1.73], [0.72, 1.03, -0.24], [0.31, -0.31, 0.14], [-1.88, -0.19, 0.51], [-0.39, -1.15, 0.71], [-0.73, 1.58, -1.14], [1.77, -0.21, -0.98]],
  "lowdin_charge": [-0.2051, -0.4480, -0.5071, -0.0576, -0.0530, -0.1125, -0.2702, -0.2734, 1.0191, 0.1013, 0.0577, 0.0728, 0.0893, 0.0552, 0.0950, 0.0638, 0.1055, 0.0510, 0.1337, 0.0825],
  "smiles": "CCc1snc(C)c1C",
  "total_energy_ha": -726.2184,
  "gap_ev": 9.19,
  "e_lumo_ha": 0.028
}



{
  "formula": "C7H11O3",
  "method": "ωB97M-V/def2-TZVPD",
  "elements": ["C", "C", "C", "C", "C", "C", "C", "O", "O", "O", "H", "H", "H", "H", "H", "H", "H", "H", "H", "H", "H"],
  "xyz": [[0.029968, 1.620044, -0.613604], [-1.084163, 2.305280, -0.697169], [0.541493, 0.305294, -1.169327], [0.393185, -1.002413, 2.019376], [1.363757, -0.904861, 0.850780], [-0.861807, -1.297836, 0.088408], [-1.596699, -1.801493, -0.875554], [1.078173, 2.151745, 0.162230], [-0.926198, -1.080789, 1.370822], [0.517247, -0.937566, -0.338993], [-1.936574, 1.921962, -1.333869], [-1.190905, 3.183345, -0.232569], [0.078951, -0.190902, -2.100066], [1.586486, 0.519277, -1.520891], [0.397859, -2.004279, 2.545070], [0.349895, -0.209687, 2.631233], [1.869242, -0.036623, 0.795467], [2.012946, -1.654240, 0.742079], [1.254500, 3.081794, 0.200577], [-2.647640, -1.953380, -0.653418], [-1.229715, -2.014670, -1.870583]],
  "forces_ev_per_a": [[1.77, 0.44, 1.45], [-1.83, -4.29, -3.41], [-0.12, -0.25, -3.68], [-1.23, -4.74, -2.14], [-3.15, 0.29, 0.67], [1.15, -0.53, -1.07], [-1.14, 0.11, 0.61], [0.39, -2.18, 0.09], [-0.51, 0.73, 0.29], [0.20, 0.78, 0.55], [1.08, 0.51, 0.93], [-0.36, 3.24, 1.64], [0.08, 1.75, 1.37], [-0.67, -0.70, 0.96], [0.74, 1.37, -0.23], [0.12, 2.77, 2.25], [1.59, 3.11, 0.14], [2.29, -3.25, -0.16], [-0.60, 0.89, -0.38], [0.15, -0.35, -0.08], [0.06, 0.28, 0.19]],
  "lowdin_charge": [-0.3168, 0.1374, 0.0033, 0.0224, 0.0151, -0.3284, 0.1556, 0.0076, 0.0674, -0.0725, 0.1192, 0.0444, 0.1702, 0.1691, 0.1742, 0.1023, 0.0981, 0.1173, 0.1103, 0.1047, 0.0990],
  "total_energy_ha": -498.6290,
  "gap_ev": 10.62,
  "charge": 1,
  "e_lumo_ha": -0.113
}



{
  "formula": "C7H11OP",
  "method": "ωB97M-V/def2-TZVPD",
  "elements": ["C", "C", "C", "C", "C", "C", "C", "O", "P", "H", "H", "H", "H", "H", "H", "H", "H", "H", "H", "H"],
  "xyz": [[-2.058323, -1.350422, 0.211477], [-0.845938, -1.686091, 0.444637], [-2.760240, -0.161582, -0.227010], [-2.583508, 1.107440, 0.186109], [0.400495, -1.006583, 0.203365], [3.380230, -0.028091, -0.101224], [2.386646, 0.937103, -0.584791], [-3.432050, 2.128622, -0.161399], [0.537248, 0.689575, 0.084085], [-2.896238, -2.061591, 0.372557], [-0.564410, -2.792039, 0.578414], [-3.612834, -0.184038, -0.869522], [-1.781956, 1.435496, 0.826828], [1.259330, -1.743102, 0.195213], [4.385803, 0.337813, -0.188589], [3.297614, -0.481234, 0.875490], [3.271600, -1.007449, -0.748089], [2.589892, 1.243990, -1.577295], [2.478666, 1.897714, -0.067655], [-3.452026, 2.724466, 0.547403]],
  "forces_ev_per_a": [[-7.48, 1.07, -0.81], [8.27, -2.81, -0.27], [0.71, 2.41, 0.36], [-0.04, -0.28, 0.33], [-0.96, -4.73, 0.67], [0.28, -3.69, -1.38], [-2.36, 1.40, 2.23], [0.06, -1.82, -1.72], [2.33, 3.20, -1.31], [1.07, -0.32, -0.07], [-1.18, 1.54, 0.24], [-0.63, -0.94, -0.32], [0.05, -0.16, 0.31], [-0.81, 1.30, 0.25], [0.58, 0.12, -0.22], [-0.45, 0.56, 0.69], [0.59, 1.78, 0.82], [-0.44, -0.25, -1.43], [0.41, 0.10, 0.23], [0.00, 1.51, 1.42]],
  "lowdin_spin": [0.2676, 0.0981, 0.0167, 0.1119, 0.5531, 0.0133, 0.0867, 0.0396, 0.7522, 0.0089, -0.0025, 0.0007, 0.0059, 0.0223, 0.0014, 0.0020, 0.0000, 0.0107, 0.0109, 0.0007],
  "total_energy_ha": -689.7025,
  "gap_ev": [6.92, 6.54],
  "spin_multiplicity": 3,
  "e_lumo_ha": [0.033, -0.075]
}



{
  "formula": "C7H11OPS",
  "method": "ωB97M-V/def2-TZVPD",
  "elements": ["C", "C", "C", "C", "C", "C", "C", "O", "P", "S", "H", "H", "H", "H", "H", "H", "H", "H", "H", "H", "H"],
  "xyz": [[2.049946, -1.111386, -1.230691], [2.565245, -0.964818, -0.037379], [-0.438339, -1.809147, 1.597592], [-0.429380, -0.739154, 0.848628], [0.732415, -0.351041, -1.268348], [0.624391, 0.206626, 0.157036], [0.317141, 1.685830, 0.171734], [1.849449, -0.148687, 0.747346], [-2.851552, 0.126268, -1.279553], [-2.515433, 0.411573, 0.691453], [2.219631, -1.680958, -2.135495], [3.304200, -1.628945, 0.311476], [-1.432360, -2.221906, 1.920145], [0.457980, -2.097663, 2.028949], [0.960226, 0.441905, -2.023059], [-0.137578, -0.904522, -1.660832], [1.194072, 2.248240, -0.042355], [0.173760, 2.018104, 1.224845], [-0.445862, 1.889836, -0.447000], [-4.315636, -0.260681, -1.160967], [-3.019140, 1.513783, -1.516732]],
  "forces_ev_per_a": [[-2.30, -0.33, -1.38], [-0.32, -1.09, -1.55], [-2.83, 0.87, -0.19], [-2.11, 3.32, -0.38], [1.11, 0.98, -1.85], [-1.72, -2.06, -0.63], [2.72, -0.94, 4.23], [0.85, 0.97, 2.46], [-1.78, -0.38, -0.93], [2.92, -1.96, 1.66], [0.91, -0.28, 0.57], [1.16, 0.19, 1.12], [1.35, 0.31, -0.24], [1.69, -1.13, 0.53], [-0.75, 0.01, 0.53], [0.46, 0.09, 0.45], [0.93, 0.20, -0.98], [-0.71, -0.27, -0.65], [-2.70, 0.96, -1.93], [1.54, 0.67, -0.36], [-0.42, -0.14, -0.46]],
  "lowdin_charge": [-0.0538, -0.1495, 0.0066, -0.1799, -0.1404, -0.5177, -0.0397, -0.0244, 0.3241, 0.2740, 0.1098, 0.1164, 0.0853, 0.0490, 0.1296, 0.0854, 0.0877, 0.1087, 0.0084, -0.1129, -0.1666],
  "total_energy_ha": -1087.9443,
  "gap_ev": [8.28, 8.28],
  "e_lumo_ha": [-0.004, -0.004]
}



{
  "formula": "C7H11P",
  "method": "ωB97M-V/def2-TZVPD",
  "elements": ["C", "C", "C", "C", "C", "C", "C", "P", "H", "H", "H", "H", "H", "H", "H", "H", "H", "H", "H"],
  "xyz": [[-1.570376, -0.739201, -0.860303], [-0.138799, -0.830796, -0.243836], [-2.462693, 0.424402, -0.453957], [1.047632, -0.641914, -0.856248], [-0.135146, -1.223070, 1.230365], [-2.573065, 1.775137, -0.884591], [2.324322, -0.571370, -0.081926], [-3.159183, -0.913884, 0.402174], [-1.698877, -1.375810, -1.726916], [0.913207, -0.412885, -1.896303], [0.822778, -1.569225, 1.553725], [-0.934688, -1.770880, 1.711193], [-0.290188, -0.249037, 1.772706], [-2.891529, 1.938257, -1.997734], [-1.574075, 2.254471, -0.946771], [-3.099519, 2.551277, -0.282292], [2.242071, 0.060567, 0.797707], [3.083114, -0.308185, -0.805351], [2.445043, -1.580382, 0.216257]],
  "forces_ev_per_a": [[0.10, 0.17, 1.96], [-1.00, -1.30, 0.76], [-1.08, -4.71, 0.70], [-2.87, 0.74, 0.56], [-0.18, 2.77, 0.52], [0.59, 3.78, -2.05], [-0.67, -0.11, -1.43], [2.23, 2.49, -2.05], [-0.19, 0.59, -0.48], [0.77, 0.26, -0.55], [0.44, -0.48, 0.21], [-0.25, -0.75, -0.78], [0.42, -0.48, -0.15], [0.14, -0.78, 1.85], [0.02, -0.50, 0.10], [-0.28, -1.18, -0.14], [0.26, 0.23, -0.16], [0.63, 0.27, 0.44], [0.93, -1.02, 0.69]],
  "lowdin_charge": [-0.3592, -0.3041, -0.6303, -0.1397, -0.1124, -0.1565, -0.1027, 0.9667, 0.0729, 0.0941, 0.0476, 0.0310, 0.0971, 0.1215, 0.0793, 0.0801, 0.0827, 0.0712, 0.0608],
  "smiles": "C/C=C(\\C)[C@H]1P=C1C",
  "total_energy_ha": -614.5371,
  "gap_ev": 8.61,
  "e_lumo_ha": 0.005
}



What did we get for molar mass? Answer: 141.2, 143.2, 142.1, 174.2, 126.1 u, in the order shown.